Formula: C4H8O2
Source: the Open Molecules 2025 dataset
Level of theory: wB97M-V/def2-TZVPD

Geometry as XYZ:
```
14
Properties=species:S:1:pos:R:3:nbo_charge:R:1
C -2.2270 -0.3061 0.6405 -0.628
C -1.1379 0.0084 -0.3601 -0.076
O 0.0683 0.2931 0.3854 -0.465
C 1.2060 0.1924 -0.2502 0.756
O 1.2547 -0.0567 -1.5176 -0.691
C 2.5189 0.2100 0.2917 -0.892
H -1.9704 -1.1928 1.2271 0.217
H -2.3806 0.5313 1.3268 0.218
H -3.1667 -0.4992 0.1138 0.220
H -0.9372 -0.8235 -1.0407 0.202
H -1.3778 0.8910 -0.9604 0.189
H 2.6678 -0.0074 1.3473 0.226
H 3.0893 1.0728 -0.0581 0.246
H 2.3926 -0.3133 -1.1455 0.475
```

Relative energy (zero: lowest compared OMol25 entry of this formula, charge and spin): 3.349 eV
HOMO energy: -8.47 eV
E_LUMO: 0.89 eV
E_tot: -8369.932 eV